1.
Entry from the OMol25 dataset: a 13-piece molecular cluster, BH28O12 overall (ωB97M-V with the def2-TZVPD basis set).

The LUMO energy comes out at 0.090 Eh. Its total charge is -1. As for the highest occupied orbital energy: -0.2511 Eh. As for the HOMO-LUMO gap: 9.3 eV. Its energy relative to the best compared isomer or geometry (same formula, charge and spin) is 1.4664 eV.

CARTESIAN COORDINATES (ANGSTROEM)
O 23.529395 -16.687417 3.301508
O 24.391834 -21.798752 3.527902
O 23.531444 -18.545948 7.585926
O 24.163496 -15.953560 6.025387
O 26.425631 -16.716852 8.739784
O 22.650843 -21.129295 6.158164
O 28.333341 -15.927887 3.204895
O 22.728415 -19.452701 2.996238
O 25.685494 -14.861922 3.629127
O 21.787647 -17.819085 5.419864
O 26.965727 -15.179399 6.093886
O 25.971874 -17.884537 1.461168
B 26.162750 -18.641337 4.848421
H 26.115814 -14.083562 3.956458
H 22.999613 -16.268371 3.946809
H 25.771167 -14.686361 2.650785
H 23.331051 -19.187471 8.250574
H 22.509777 -20.210371 6.329913
H 26.967261 -16.134861 6.199750
H 22.638546 -17.747663 5.800611
H 26.145615 -18.233217 2.345495
H 23.432746 -19.702420 2.455421
H 28.525595 -16.709902 3.706922
H 26.644157 -18.421652 5.934289
H 24.251289 -18.974066 7.088538
H 25.998449 -17.403808 8.199820
H 26.780873 -19.575453 4.276787
H 26.056393 -16.990635 9.551497
H 24.179152 -17.067685 3.849345
H 25.128892 -21.482183 4.030419
H 24.449056 -16.709005 6.562081
H 21.167727 -17.590177 6.125701
H 27.297762 -14.755426 6.869387
H 24.999702 -18.919265 5.052016
H 25.014008 -15.615948 5.876166
H 23.091249 -18.839961 3.634712
H 26.269392 -17.586160 4.287461
H 25.645089 -16.997128 1.541570
H 23.340456 -21.155992 5.530248
H 24.635264 -21.392148 2.695094
H 27.388868 -15.880755 3.160228

Forces on atoms 1 to 6 (eV/Å):
-0.49 -0.02 -2.16
-0.03 -0.44 -0.38
0.89 0.37 -0.51
-1.51 -1.41 1.04
0.03 -0.42 -1.43
-0.95 -0.93 1.48

List of Mulliken charges in e, atom by atom: O -0.513; O -0.628; O -0.719; O -0.651; O -0.571; O -0.669; O -0.668; O -0.616; O -0.488; O -0.555; O -0.499; O -0.667; B 1.148; H 0.246; H 0.332; H 0.270; H 0.326; H 0.332; H 0.217; H 0.297; H 0.305; H 0.266; H 0.324; H -0.305; H 0.206; H 0.301; H -0.284; H 0.281; H 0.179; H 0.303; H 0.176; H 0.262; H 0.219; H -0.450; H 0.433; H 0.334; H -0.766; H 0.296; H 0.386; H 0.295; H 0.311

2.
Entry from the OMol25 dataset: one molecule with the formula BH3O (ωB97M-V with the def2-TZVPD basis set).

The LUMO energy comes out at 0.008 Eh. As for the highest occupied orbital energy: -0.4144 Eh. As for the HOMO-LUMO gap: 11.5 eV. Its energy relative to the best compared isomer or geometry (same formula, charge and spin) is 1.4149 eV.

CARTESIAN COORDINATES (ANGSTROEM)
O -0.840521 0.958923 0.573165
B 0.386538 0.040856 -0.229248
H 0.360160 -1.151008 -0.319266
H -1.550690 0.369548 1.007166
H 1.127805 0.811821 -0.581471

Forces on the atoms, in the same order (eV/Å):
2.16 -4.31 -1.45
-4.93 1.95 3.12
-0.20 0.40 0.15
1.81 1.13 -1.18
1.15 0.83 -0.64

List of Mulliken charges in e, atom by atom: O -0.605; B 0.329; H -0.017; H 0.305; H -0.013

3.
Entry from the OMol25 dataset: a 2-piece molecular cluster, BH3O3 overall (ωB97M-V with the def2-TZVPD basis set).

The LUMO energy comes out at -0.019 Eh. As for the highest occupied orbital energy: -0.3102 Eh. As for the HOMO-LUMO gap: 7.9 eV. Its energy relative to the best compared isomer or geometry (same formula, charge and spin) is 5.6126 eV.

CARTESIAN COORDINATES (ANGSTROEM)
O -2.049338 1.176085 0.068121
O -0.807219 -1.071484 0.117816
O 1.677530 -0.931347 0.212436
B -1.269568 0.012655 0.009862
H 0.265804 -1.250816 -0.321762
H 2.347976 -1.422330 -0.487349
H -2.171726 2.092467 0.051477

Forces on atoms 1 to 6 (eV/Å):
2.18 -6.55 -0.22
0.88 -3.69 -0.56
-0.11 -2.60 -4.37
-4.56 8.53 0.52
3.57 0.51 2.03
-2.54 1.98 2.76

List of Mulliken charges in e, atom by atom: O -0.493; O -0.137; O -0.907; B 0.540; H 0.399; H 0.237; H 0.360

4.
Entry from the OMol25 dataset: one molecule with the formula BH3OS (ωB97M-V with the def2-TZVPD basis set).

The LUMO energy comes out at 0.017 Eh. As for the highest occupied orbital energy: -0.3609 Eh. As for the HOMO-LUMO gap: 10.3 eV. Its energy relative to the best compared isomer or geometry (same formula, charge and spin) is 0.2522 eV.

CARTESIAN COORDINATES (ANGSTROEM)
S -0.357185 -0.855495 1.604856
O -0.052839 1.524593 0.509108
B -0.032329 0.210129 0.176989
H 0.284274 -0.218670 -0.867899
H 0.108297 2.287305 0.072140
H -0.417660 -2.249130 1.270244

Forces on the atoms, in the same order (eV/Å):
-0.40 -1.55 0.57
-1.12 -3.77 2.95
0.43 0.20 -0.07
-0.07 -0.05 -0.48
0.89 3.02 -2.68
0.28 2.16 -0.29

List of Mulliken charges in e, atom by atom: S -0.321; O -0.498; B 0.445; H -0.077; H 0.303; H 0.148

5.
Entry from the OMol25 dataset: a 2-piece molecular cluster, BH4NO2 overall (ωB97M-V with the def2-TZVPD basis set).

The LUMO energy comes out at 0.013 Eh. As for the highest occupied orbital energy: -0.3529 Eh. As for the HOMO-LUMO gap: 9.9 eV. Its energy relative to the best compared isomer or geometry (same formula, charge and spin) is 2.3083 eV.

CARTESIAN COORDINATES (ANGSTROEM)
O 1.716996 0.706988 0.004494
O -0.259048 -0.644131 1.486058
N -1.025164 0.043527 -0.745824
B -0.150754 -0.106127 0.297163
H -1.986480 -0.249958 -0.690565
H 1.993574 0.294019 -0.818627
H -0.806551 0.564516 -1.573533
H 0.517428 -0.608832 2.040834

Forces on atoms 1 to 6 (eV/Å):
-3.89 -1.62 0.75
-0.57 -0.46 0.71
-0.38 0.02 -0.29
4.19 2.03 -1.16
0.01 -0.07 0.07
0.02 -0.07 -0.11

List of Mulliken charges in e, atom by atom: O -0.725; O -0.434; N -0.242; B 0.351; H 0.232; H 0.245; H 0.237; H 0.336

6.
Entry from the OMol25 dataset: one molecule with the formula BH5N2 (ωB97M-V with the def2-TZVPD basis set).

The LUMO energy comes out at 0.030 Eh. As for the highest occupied orbital energy: -0.3404 Eh. As for the HOMO-LUMO gap: 10.1 eV. Its energy relative to the best compared isomer or geometry (same formula, charge and spin) is 0.0000 eV.

CARTESIAN COORDINATES (ANGSTROEM)
N -1.215128 0.183039 -0.000007
N 1.215123 0.183040 0.000016
B -0.000003 -0.515781 0.000015
H -0.000002 -1.688395 -0.000033
H -2.111344 -0.267187 0.000082
H -1.276073 1.186249 0.000016
H 2.111328 -0.267213 -0.000086
H 1.276097 1.186249 -0.000003

Forces on atoms 1 to 6 (eV/Å):
-0.56 0.17 0.00
0.56 0.17 0.00
0.00 0.23 0.00
0.00 -0.54 0.00
0.03 -0.03 0.00
-0.02 0.02 0.00

List of Mulliken charges in e, atom by atom: N -0.330; N -0.330; B 0.011; H -0.098; H 0.177; H 0.197; H 0.177; H 0.197

7.
Entry from the OMol25 dataset: BaH14O7 as an isolated structure (ωB97M-V with the def2-TZVPD basis set).

The LUMO energy comes out at -0.249 Eh. Its total charge is +2. As for the highest occupied orbital energy: -0.6984 Eh. As for the HOMO-LUMO gap: 12.2 eV. Its energy relative to the best compared isomer or geometry (same formula, charge and spin) is 1.0022 eV.

CARTESIAN COORDINATES (ANGSTROEM)
Ba -13.042135 18.268920 10.528851
O -10.878988 16.976998 9.048582
O -14.050695 20.614897 9.323361
O -15.517720 17.754396 9.226221
O -15.140722 19.582041 11.981907
O -11.141834 19.933161 9.173329
O -12.894003 18.429453 13.175912
O -13.323197 15.691023 9.571332
H -15.395337 19.284037 12.868500
H -13.855750 21.523521 9.232443
H -16.054146 18.413760 8.789689
H -13.279325 15.367819 8.638487
H -10.477204 16.910887 8.204401
H -10.542123 19.355859 8.697433
H -16.009242 17.203664 9.833239
H -12.139550 18.220267 13.699653
H -13.950858 15.086910 9.958799
H -15.028065 20.620383 9.339429
H -10.629822 20.416626 9.812990
H -13.573112 17.900122 13.548895
H -15.983441 19.611799 11.506294
H -10.939375 16.062502 9.377636

Forces on atoms 1 to 6 (eV/Å):
0.19 0.72 -1.09
-0.95 -0.29 1.64
-1.48 -1.86 0.32
1.45 0.15 0.31
-0.29 -0.65 -0.09
-1.02 -0.54 0.17

List of Mulliken charges in e, atom by atom: Ba 1.715; O -0.539; O -0.498; O -0.566; O -0.542; O -0.618; O -0.583; O -0.547; H 0.293; H 0.267; H 0.271; H 0.323; H 0.285; H 0.302; H 0.336; H 0.274; H 0.273; H 0.251; H 0.342; H 0.343; H 0.322; H 0.295

8.
Entry from the OMol25 dataset: BeH28O18S as an isolated structure (ωB97M-V with the def2-TZVPD basis set).

The LUMO energy comes out at -0.056 Eh. As for the highest occupied orbital energy: -0.3465 Eh. As for the HOMO-LUMO gap: 7.9 eV. Its energy relative to the best compared isomer or geometry (same formula, charge and spin) is 0.0000 eV.

CARTESIAN COORDINATES (ANGSTROEM)
S -15.267113 1.827403 -20.012874
O -15.356991 1.350648 -21.371812
O -14.022846 2.556453 -19.883828
O -13.150846 3.246362 -22.495594
O -11.496999 2.467028 -20.281994
O -16.343439 2.761364 -19.843689
O -16.996094 3.537119 -17.636194
O -12.558498 4.871338 -20.015573
O -15.342328 0.804090 -18.981350
O -13.019234 -0.061622 -18.517099
O -16.002186 -1.485358 -19.197768
O -15.766275 1.183085 -16.546461
O -15.806644 5.436876 -20.890625
O -12.229364 3.256211 -17.914190
O -14.419389 0.789760 -23.717954
O -18.827210 2.782997 -20.336651
O -17.178865 2.820837 -23.120572
O -14.617605 4.727593 -17.625091
O -16.543748 -0.954209 -21.902000
Be -12.753383 3.278040 -19.612446
H -15.511712 4.418695 -17.567884
H -18.086327 3.010649 -22.816714
H -17.222597 2.692210 -17.244634
H -15.570711 1.100094 -17.490925
H -11.201145 2.649148 -21.149588
H -13.320994 3.969959 -23.138363
H -13.975113 0.191487 -18.547442
H -18.865282 2.016802 -20.924020
H -11.287792 1.510680 -20.226423
H -16.707126 -1.294191 -20.980344
H -11.880119 5.427459 -19.539171
H -12.625756 3.797853 -17.242144
H -14.845690 0.957287 -22.839427
H -12.904829 -0.978153 -18.769997
H -15.823815 0.329089 -16.180594
H -16.096716 4.704221 -20.339214
H -16.427146 5.472764 -21.622139
H -15.215974 -1.997714 -19.164211
H -16.788930 3.269838 -18.556727
H -16.609728 2.497007 -22.408362
H -17.848250 2.818998 -20.180268
H -16.019990 -0.165131 -21.765917
H -11.276046 3.298282 -17.681632
H -15.761028 -0.548311 -18.862389
H -12.550983 5.214615 -20.894219
H -15.168957 0.971390 -24.280320
H -14.628798 5.317993 -16.869560
H -13.878687 2.690387 -22.714447

Forces on atoms 1 to 6 (eV/Å):
-1.55 0.06 -1.54
0.51 -0.47 0.11
1.84 0.85 0.78
1.00 2.23 -0.52
1.16 -1.51 1.02
-0.19 1.12 -0.24

List of Mulliken charges in e, atom by atom: S 1.060; O -0.892; O 0.062; O -0.583; O -0.011; O -0.733; O -0.773; O -0.204; O -0.652; O -0.631; O -0.720; O -0.693; O -0.662; O -0.229; O -0.718; O -0.771; O -0.681; O -0.562; O -0.768; Be -0.314; H 0.424; H 0.332; H 0.345; H 0.601; H 0.313; H 0.289; H 0.439; H 0.325; H 0.317; H 0.441; H 0.357; H 0.303; H 0.399; H 0.266; H 0.261; H 0.283; H 0.327; H 0.242; H 0.338; H 0.334; H 0.300; H 0.433; H 0.333; H 0.344; H 0.314; H 0.334; H 0.245; H 0.236

9.
Entry from the OMol25 dataset: BeH30O19S as an isolated structure (ωB97M-V with the def2-TZVPD basis set).

The LUMO energy comes out at -0.041 Eh. As for the highest occupied orbital energy: -0.3515 Eh. As for the HOMO-LUMO gap: 8.5 eV. Its energy relative to the best compared isomer or geometry (same formula, charge and spin) is 0.0000 eV.

CARTESIAN COORDINATES (ANGSTROEM)
S 1.691211 -26.960802 7.853617
O 1.572999 -28.975964 11.080738
O 5.099414 -27.488926 7.033624
O 0.114009 -25.939450 4.757958
O 1.635040 -29.067659 4.958587
O 4.154348 -24.337461 8.265122
O 2.817755 -26.237361 7.348660
O 3.439027 -24.681647 5.183222
O 3.404016 -26.703754 10.941414
O 3.991086 -29.384847 10.172017
O 2.156009 -28.134292 8.589255
O -1.575933 -27.761582 6.544203
O 1.924022 -24.540501 10.265996
O 2.107085 -30.689255 8.957814
O 0.465164 -23.991916 6.681764
O 0.906505 -26.182042 8.777171
O -0.377546 -26.829109 10.769894
O 0.935817 -27.371873 6.686907
O -1.465669 -24.940821 8.670025
O 0.281837 -30.873757 6.830354
Be 2.290268 -29.195046 9.595859
H 3.227411 -25.201879 5.948975
H 1.193983 -30.863015 8.581457
H 0.413890 -24.672886 5.996423
H 0.652200 -28.662674 11.094353
H 1.820165 -29.039071 11.999037
H 4.347225 -24.398241 5.428142
H 1.194596 -28.463783 5.637600
H 0.781521 -25.777244 4.079122
H -1.180670 -27.146373 10.393856
H 2.867090 -25.942952 10.778721
H -2.128233 -25.602068 8.668177
H 5.501364 -27.655966 6.177881
H 0.495261 -26.563523 5.432199
H 2.517498 -23.984435 9.798366
H 2.660510 -30.694118 8.147348
H -1.931151 -27.635455 7.435560
H 0.148797 -26.501570 10.004974
H -0.723912 -25.521239 8.858411
H 4.805143 -29.505552 9.697516
H 4.358534 -26.895493 6.996403
H 0.366810 -30.209540 6.131655
H -0.595604 -31.077140 6.650791
H -0.211045 -24.212175 7.337726
H 3.662414 -25.045898 7.837716
H 4.257546 -26.522540 10.638217
H 2.310317 -28.480927 4.611191
H 3.533633 -23.591175 8.286845
H 1.467539 -25.188151 9.664196
H -0.679163 -27.615035 6.645268
H 4.340378 -29.085413 11.055838

Forces on atoms 1 to 6 (eV/Å):
0.48 1.10 -1.66
-0.93 -0.55 -0.58
1.33 -1.27 0.61
0.25 -0.38 0.05
-0.69 0.37 0.86
0.45 1.25 0.55

List of Mulliken charges in e, atom by atom: S -0.217; O -0.092; O -0.665; O -0.751; O -0.798; O -0.726; O -0.221; O -0.688; O -0.555; O -0.244; O -0.376; O -0.670; O -0.808; O -0.154; O -0.757; O -0.462; O -0.757; O -0.328; O -0.636; O -0.608; Be -0.162; H 0.543; H 0.417; H 0.367; H 0.346; H 0.296; H 0.357; H 0.171; H 0.328; H 0.357; H 0.356; H 0.325; H 0.269; H 0.637; H 0.284; H 0.375; H 0.323; H 0.626; H 0.168; H 0.294; H 0.440; H 0.335; H 0.302; H 0.353; H 0.405; H 0.266; H 0.354; H 0.327; H 0.344; H 0.411; H 0.298